Record 1
{
  "formula": "C24H24BiF4N5S",
  "method": "the ωB97M-V functional and the def2-TZVPD basis",
  "relative_energy_ev": 0.079,
  "largest_force_ev_per_a": 0.3,
  "energy_ev": -60258.4578,
  "charge": 2,
  "orbital_gap_ev": 7.26,
  "homo_energy_ev": -14.1321,
  "elements": ["Bi", "C", "C", "N", "C", "C", "C", "C", "N", "C", "C", "F", "C", "F", "C", "C", "F", "C", "F", "H", "H", "H", "H", "H", "H", "H", "H", "H", "H", "H", "H", "H", "H", "H", "N", "C", "C", "C", "C", "C", "C", "S", "N", "C", "C", "C", "C", "C", "C", "N", "H", "H", "H", "H", "H", "H", "H", "H", "H"],
  "positions_angstrom": [[1.310827, -1.403621, -0.734835], [3.931339, -0.445448, -2.990598], [4.214259, -0.496055, -1.501601], [3.174536, 0.168271, -0.658880], [3.019437, 1.586623, -1.100677], [2.151889, 2.464767, -0.224496], [3.559128, 0.025345, 0.768910], [2.387441, 0.045177, 1.752528], [1.199100, -0.573239, 1.164209], [0.047066, -0.632152, 1.975212], [-0.975313, 0.304949, 1.854741], [-0.852646, 1.314218, 0.980687], [-2.130438, 0.205150, 2.610349], [-3.093888, 1.109060, 2.423726], [-2.293563, -0.810155, 3.530678], [-1.278567, -1.738629, 3.670793], [-1.407122, -2.745079, 4.527094], [-0.127501, -1.651754, 2.905218], [0.814352, -2.594985, 3.008543], [4.634728, -1.093127, -3.511431], [2.924888, -0.804016, -3.235914], [4.039035, 0.554320, -3.404904], [4.284602, -1.536621, -1.167687], [5.182426, -0.037012, -1.279137], [4.027487, 2.008792, -1.182812], [2.597911, 1.557749, -2.103489], [2.603114, 2.668326, 0.744725], [2.038229, 3.427141, -0.723784], [1.156245, 2.045780, -0.079189], [4.077246, -0.932323, 0.861442], [4.285172, 0.797431, 1.037448], [2.702506, -0.507726, 2.641442], [2.139226, 1.058639, 2.069642], [-3.189231, -0.874562, 4.133685], [-2.771342, 0.123429, -1.314652], [-2.650834, 1.543675, -1.434518], [-3.653618, 2.361181, -0.951993], [-3.484865, 3.739074, -1.012117], [-2.312545, 4.281774, -1.513972], [-1.295483, 3.451334, -1.969538], [-1.481846, 2.080570, -1.949081], [-0.322586, 0.953949, -2.651948], [-0.517690, -0.352387, -1.533931], [-1.725011, -0.682373, -1.146193], [-1.906808, -2.005678, -0.476812], [-3.139037, -2.590635, -0.260696], [-3.185786, -3.831218, 0.370011], [-2.007083, -4.434355, 0.766380], [-0.810102, -3.785347, 0.502372], [-0.764357, -2.605670, -0.111045], [-3.667237, -0.202776, -0.985515], [-4.556470, 1.936094, -0.529719], [-4.273168, 4.386993, -0.655049], [-2.186357, 5.354591, -1.556093], [-0.379295, 3.870127, -2.365584], [-4.059402, -2.127414, -0.588177], [-4.137627, -4.314792, 0.543488], [-2.002077, -5.392780, 1.265566], [0.136681, -4.222579, 0.797166]],
  "atomic_forces_ev_per_a": [[0.140, -0.174, 0.116], [-0.033, 0.001, -0.035], [0.009, -0.019, 0.028], [-0.076, 0.089, -0.036], [0.025, -0.033, -0.032], [-0.013, 0.012, 0.006], [0.066, 0.022, 0.023], [0.004, 0.103, -0.023], [-0.093, -0.168, -0.007], [0.007, 0.056, -0.007], [0.035, -0.008, 0.028], [0.014, -0.003, 0.016], [-0.013, 0.028, 0.005], [0.001, -0.002, 0.005], [0.014, -0.013, -0.005], [0.017, 0.000, -0.004], [0.006, -0.012, -0.010], [-0.042, -0.013, -0.018], [-0.002, -0.005, 0.015], [0.012, -0.002, 0.015], [0.003, 0.008, 0.006], [0.011, -0.006, 0.001], [-0.002, -0.003, -0.014], [0.000, 0.001, -0.007], [-0.004, 0.012, 0.035], [0.020, 0.009, -0.005], [0.002, -0.006, 0.001], [-0.005, -0.009, -0.002], [-0.004, -0.005, 0.021], [-0.026, -0.012, -0.012], [-0.007, -0.003, 0.001], [-0.010, 0.019, 0.007], [0.002, 0.009, -0.026], [0.003, -0.004, 0.002], [0.009, -0.019, 0.030], [0.010, -0.017, -0.018], [0.014, 0.008, 0.009], [-0.007, -0.007, 0.001], [-0.003, 0.004, 0.004], [0.023, -0.003, -0.003], [-0.024, 0.038, -0.006], [-0.023, -0.022, -0.015], [-0.034, 0.137, -0.068], [0.044, -0.057, 0.032], [-0.030, 0.041, 0.019], [0.025, -0.032, 0.027], [0.012, 0.026, -0.010], [-0.008, 0.003, 0.004], [0.026, -0.050, -0.002], [-0.069, 0.071, -0.055], [-0.015, 0.005, -0.022], [0.002, 0.003, -0.001], [0.003, -0.004, -0.001], [-0.001, -0.003, 0.001], [-0.005, -0.005, -0.004], [-0.003, 0.003, 0.005], [-0.001, 0.002, -0.001], [0.000, 0.002, -0.002], [-0.005, 0.007, -0.010]],
  "lowdin_charge": [1.887, -0.079, -0.281, -0.338, -0.227, -0.063, -0.173, -0.195, -0.256, -0.203, -0.156, 0.103, -0.202, 0.116, 0.113, -0.200, 0.134, -0.167, 0.114, 0.097, 0.053, 0.085, 0.103, 0.140, 0.141, 0.082, 0.082, 0.095, 0.049, 0.125, 0.149, 0.135, 0.118, 0.155, 0.182, -0.241, 0.004, -0.032, -0.038, -0.067, -0.464, 1.022, -0.445, -0.346, -0.196, 0.036, 0.012, 0.009, -0.093, -0.042, 0.147, 0.129, 0.124, 0.123, 0.117, 0.127, 0.135, 0.133, 0.130]
}


Record 2
{
  "formula": "C24H24CeF9NO2P2",
  "method": "the ωB97M-V functional and the def2-TZVPD basis",
  "relative_energy_ev": 0.000,
  "spin_multiplicity": 2,
  "largest_force_ev_per_a": 3.1,
  "energy_ev": -86823.9859,
  "charge": 1,
  "orbital_gap_ev": [7.56, 7.62],
  "homo_energy_ev": [-10.6479, -10.6414],
  "elements": ["C", "C", "C", "C", "C", "C", "C", "C", "C", "C", "C", "C", "C", "H", "H", "H", "H", "H", "H", "H", "N", "Ce", "C", "H", "H", "C", "H", "H", "P", "P", "C", "H", "H", "H", "C", "H", "H", "H", "C", "H", "H", "H", "C", "H", "H", "H", "C", "O", "H", "F", "C", "F", "F", "C", "O", "C", "F", "F", "F", "C", "F", "F", "F"],
  "positions_angstrom": [[-2.641013, -3.437378, -0.988424], [-1.908725, -2.262980, -1.152448], [-2.362112, -1.102652, -0.479244], [-3.583418, -1.088505, 0.185427], [-4.292283, -2.276599, 0.353643], [-3.807444, -3.454919, -0.218013], [-4.027970, 0.217706, 0.833897], [-3.478520, 1.426268, 0.083997], [-2.252374, 1.291792, -0.562172], [-1.679699, 2.380623, -1.275225], [-2.312684, 3.619183, -1.184631], [-3.494575, 3.774481, -0.455869], [-4.085183, 2.677613, 0.172381], [-2.284107, -4.352431, -1.464593], [-5.218917, -2.260968, 0.932545], [-4.344901, -4.391322, -0.073011], [-5.122411, 0.262634, 0.822330], [-1.869006, 4.477175, -1.694439], [-3.962343, 4.756006, -0.386579], [-5.015593, 2.772894, 0.736493], [-1.550518, 0.058237, -0.388709], [0.146316, 0.236534, 0.943520], [-0.653291, -2.214626, -1.997777], [-0.745144, -1.457249, -2.794123], [-0.447597, -3.195564, -2.447862], [-0.423028, 2.198991, -2.102916], [-0.531666, 1.339867, -2.786967], [-0.220476, 3.105033, -2.691370], [0.833634, -1.739837, -1.025162], [1.122927, 1.865760, -1.124111], [1.424588, 3.482868, -0.336171], [2.114871, 3.347210, 0.510153], [1.886995, 4.154197, -1.071379], [0.494429, 3.930034, 0.034279], [2.399731, 1.838629, -2.409175], [2.609987, 2.862228, -2.750742], [3.313649, 1.409263, -1.975900], [2.088059, 1.217845, -3.259642], [1.011103, -3.209276, 0.043644], [1.379461, -4.036251, -0.578291], [1.724472, -3.022431, 0.857263], [0.046794, -3.495928, 0.480563], [2.201405, -1.973909, -2.186422], [3.139256, -1.716407, -1.675255], [2.239649, -3.022828, -2.512558], [2.077420, -1.314482, -3.055254], [-3.547467, 0.266879, 2.218562], [-2.365344, 0.258417, 2.559428], [-4.516232, 0.316476, 2.756045], [3.598742, 2.011159, 1.952313], [3.383077, 1.059552, 2.913966], [4.389502, 1.138139, 3.811503], [2.214940, 1.406141, 3.535131], [3.248730, -0.349283, 2.285008], [2.012405, -0.462885, 1.640053], [4.363261, -0.573903, 1.246227], [5.599867, -0.319140, 1.731883], [4.337339, -1.852060, 0.776559], [4.161437, 0.230250, 0.158371], [3.300294, -1.438539, 3.377732], [4.530254, -1.567376, 3.933998], [2.407362, -1.155513, 4.360094], [2.942080, -2.644843, 2.857429]],
  "atomic_forces_ev_per_a": [[-0.129, 0.027, 0.134], [-0.034, 0.388, 0.358], [0.490, 0.065, -0.077], [-0.146, -0.485, 0.240], [0.001, 0.052, -0.292], [-0.040, 0.014, 0.002], [0.309, -0.081, -2.332], [-0.110, 0.526, 0.258], [0.673, -0.310, 0.216], [0.020, -0.531, 0.542], [-0.191, 0.096, 0.106], [0.001, 0.060, -0.015], [-0.002, -0.181, -0.316], [-0.163, 0.215, 0.117], [0.226, -0.150, -0.224], [0.120, 0.253, -0.062], [0.165, -0.003, 0.128], [-0.196, -0.216, 0.111], [0.131, -0.253, -0.023], [0.222, 0.121, -0.231], [-1.647, 0.058, -2.567], [-1.157, 0.582, 2.007], [0.072, 0.076, -0.043], [-0.094, -0.282, 0.133], [-0.196, 0.228, -0.044], [0.234, -0.033, -0.011], [-0.031, 0.293, 0.165], [-0.194, -0.228, -0.005], [-0.251, -0.694, 0.006], [-0.384, 0.887, -0.949], [0.267, 0.187, 0.271], [-0.157, 0.211, -0.275], [-0.169, -0.003, 0.275], [0.134, -0.096, -0.058], [0.478, -0.252, -0.088], [-0.096, -0.344, 0.003], [-0.156, 0.150, -0.239], [0.084, 0.150, 0.234], [0.248, -0.278, 0.150], [-0.135, 0.028, 0.263], [-0.170, -0.074, -0.297], [0.136, 0.074, -0.081], [0.332, 0.130, -0.167], [-0.186, -0.098, -0.207], [0.019, 0.311, 0.000], [0.092, -0.188, 0.169], [0.575, -0.014, 0.113], [-1.605, 0.070, 0.132], [1.184, 0.025, 1.931], [-0.226, -0.838, 0.856], [0.228, 1.063, 0.571], [-1.047, -0.008, -0.832], [0.926, -0.238, -0.531], [-1.183, -0.391, -0.679], [2.544, 0.022, 1.155], [0.967, -0.271, -1.061], [-1.114, -0.191, -0.457], [0.068, 1.070, 0.469], [0.191, -0.609, 0.821], [0.118, -1.047, 0.925], [-1.144, 0.073, -0.498], [0.727, -0.145, -0.694], [0.370, 1.030, 0.495]],
  "lowdin_charge": [-0.033, -0.214, -0.185, -0.111, -0.012, -0.058, -0.175, -0.110, -0.191, -0.211, -0.036, -0.054, -0.009, 0.121, 0.124, 0.112, 0.156, 0.122, 0.113, 0.126, -0.216, 1.112, -0.266, 0.100, 0.100, -0.265, 0.099, 0.102, 0.836, 0.811, -0.225, 0.038, 0.060, 0.056, -0.235, 0.059, 0.043, 0.051, -0.217, 0.063, 0.029, 0.059, -0.234, 0.043, 0.061, 0.045, -0.140, 0.038, 0.156, 0.140, -0.468, 0.185, 0.145, -0.246, -0.376, -0.479, 0.180, 0.155, 0.125, -0.487, 0.173, 0.167, 0.148]
}


Record 3
{
  "formula": "C24H24Cl3CrF5N4O2Se2",
  "method": "the ωB97M-V functional and the def2-TZVPD basis",
  "spin_multiplicity": 2,
  "largest_force_ev_per_a": 2.0,
  "energy_ev": -245593.1694,
  "charge": 1,
  "orbital_gap_ev": [6.57, 7.07],
  "homo_energy_ev": [-11.2479, -11.2501],
  "elements": ["Cr", "C", "N", "C", "C", "C", "N", "C", "C", "H", "H", "H", "H", "H", "H", "H", "H", "H", "H", "H", "H", "H", "H", "H", "H", "Se", "Se", "C", "C", "C", "C", "C", "N", "C", "C", "C", "C", "C", "N", "H", "H", "H", "H", "H", "H", "H", "H", "F", "C", "C", "C", "F", "C", "F", "C", "F", "C", "F", "Cl", "C", "Cl", "Cl", "C", "O", "O"],
  "positions_angstrom": [[-0.053259, -0.436010, 0.150031], [-0.394170, 0.099590, 3.223591], [0.441748, -0.713528, 2.314433], [0.317773, -2.098635, 2.820021], [1.853414, -0.301016, 2.475513], [2.679130, -0.615435, 1.241137], [2.136282, 0.065198, 0.045776], [2.843041, -0.406855, -1.165419], [2.521198, 1.490087, 0.160736], [0.047072, 0.124502, 4.224528], [-1.382208, -0.342910, 3.289895], [-0.504126, 1.112737, 2.856233], [0.543036, -2.121300, 3.890652], [1.005197, -2.764576, 2.307036], [-0.700277, -2.455035, 2.684040], [2.303272, -0.813518, 3.331966], [1.882831, 0.765948, 2.693608], [2.689702, -1.686005, 1.063902], [3.714526, -0.300855, 1.417126], [3.918002, -0.465240, -0.977078], [2.677422, 0.302227, -1.973229], [2.496149, -1.380396, -1.487234], [3.610235, 1.579043, 0.090413], [2.212106, 1.919469, 1.104109], [2.080517, 2.078150, -0.637508], [-1.634172, 2.684415, -1.775919], [0.403079, 2.257132, -2.731300], [0.298023, 0.328385, -2.941847], [0.651650, -0.123161, -4.212131], [0.291800, -1.389736, -4.623440], [-0.517210, -2.128124, -3.780448], [-0.781983, -1.647454, -2.521627], [-0.297319, -0.490380, -2.019020], [-0.869024, 3.641789, -0.304843], [-1.316780, 4.938262, -0.083114], [-0.790618, 5.645049, 0.979507], [0.207725, 5.042476, 1.731176], [0.609296, 3.764241, 1.399227], [0.064451, 3.035861, 0.417534], [1.171952, 0.554453, -4.875111], [0.557365, -1.751776, -5.605750], [-0.948504, -3.065001, -4.098720], [-1.468603, -2.182942, -1.893145], [-2.062350, 5.357889, -0.741692], [-1.127469, 6.647189, 1.198708], [0.679382, 5.559988, 2.552815], [1.414323, 3.310873, 1.963398], [-2.427653, -2.499794, 0.217088], [-1.302288, -3.227557, 0.152091], [-0.070529, -2.576329, 0.019339], [0.948836, -3.496239, -0.192204], [2.225642, -3.069880, -0.357720], [0.812689, -4.877983, -0.247210], [1.894362, -5.623743, -0.457608], [-0.428406, -5.453774, -0.060059], [-0.595594, -6.765272, -0.091076], [-1.500967, -4.599799, 0.144213], [-2.725412, -5.086871, 0.310872], [-4.451546, -0.175376, -1.151867], [-4.347367, 0.204998, 0.568757], [-4.465228, 1.963999, 0.771988], [-5.651690, -0.560991, 1.455804], [-2.962084, -0.245763, 1.143817], [-2.940626, -0.772322, 2.227961], [-1.943667, 0.003631, 0.380281]],
  "atomic_forces_ev_per_a": [[-1.454, -0.568, -0.348], [-0.217, 0.203, 0.254], [0.091, -0.073, -0.160], [-0.084, -0.310, 0.069], [0.352, 0.138, -0.232], [-0.006, -0.294, 0.513], [-0.255, 0.206, 0.277], [-0.069, -0.217, -0.430], [0.131, 0.452, -0.066], [0.145, 0.001, -0.069], [0.183, 0.065, 0.004], [0.109, 0.265, -0.165], [0.041, 0.121, -0.017], [0.002, 0.007, 0.010], [0.009, 0.041, -0.067], [-0.092, 0.060, 0.031], [-0.071, -0.006, 0.001], [0.013, 0.040, 0.000], [-0.025, 0.005, -0.110], [-0.017, 0.037, 0.095], [0.026, 0.033, 0.077], [-0.025, 0.023, 0.027], [0.024, -0.178, 0.042], [-0.012, -0.233, -0.076], [-0.026, -0.148, 0.073], [-0.295, -0.020, -0.029], [0.443, -0.537, -0.268], [-0.558, -0.354, 0.263], [0.147, 0.281, 0.299], [0.033, 0.023, 0.074], [-0.032, -0.133, -0.206], [-0.277, 0.153, 0.220], [0.480, 0.866, -0.939], [-0.072, -0.045, 0.221], [-0.167, -0.167, -0.062], [0.147, -0.089, 0.070], [-0.073, 0.217, -0.011], [-0.151, -0.087, 0.005], [-0.164, 0.261, 0.327], [-0.092, 0.031, -0.067], [0.038, -0.005, -0.049], [-0.038, -0.046, 0.059], [0.105, -0.075, 0.118], [-0.024, 0.092, 0.006], [-0.014, 0.060, 0.013], [0.025, 0.013, 0.039], [-0.065, -0.044, 0.093], [-0.222, -0.323, 0.008], [0.228, 0.124, -0.035], [-0.135, -0.384, 0.189], [-0.015, 0.309, 0.039], [0.069, -0.177, -0.019], [0.076, 0.127, 0.052], [-0.088, -0.116, 0.005], [0.010, 0.184, 0.004], [0.024, 0.006, 0.006], [0.007, 0.137, 0.015], [0.020, -0.068, -0.059], [-0.007, -0.128, -0.127], [0.217, -0.003, -0.066], [0.183, 0.226, 0.058], [0.044, -0.025, -0.144], [-0.405, -0.392, 0.828], [-0.128, 0.112, -0.344], [1.955, 0.328, -0.319]],
  "lowdin_charge": [0.925, -0.056, -0.278, -0.052, -0.162, -0.166, -0.269, -0.057, -0.089, 0.111, 0.070, 0.092, 0.111, 0.091, 0.102, 0.142, 0.114, 0.110, 0.145, 0.116, 0.075, 0.082, 0.115, 0.043, 0.020, 0.724, 0.760, -0.610, -0.107, -0.019, -0.016, -0.104, -0.018, -0.678, -0.091, -0.036, -0.038, -0.138, 0.023, 0.107, 0.126, 0.124, 0.105, 0.105, 0.120, 0.114, 0.096, 0.073, -0.251, -0.068, -0.224, 0.038, -0.139, 0.137, -0.129, 0.157, -0.132, 0.146, 0.632, -1.511, 0.618, 0.670, -0.748, 0.041, -0.198]
}